Entry one
# C5H14O2

A cluster of 3 separate species, C5H14O2 in total (the ωB97M-V functional and the def2-TZVPD basis, the OMol25 dataset).

Calculated values
LUMO = 0.6 eV
Charge = 0
Structure (SMILES) = CC=C(C)C.O.O
Orbital gap = 8.85 eV
E_HOMO = -8.22 eV

```
21
C5H14O2 (the ωB97M-V functional and the def2-TZVPD basis)
O 2.57 3.81 4.53
O -1.70 2.55 -4.77
C 1.05 -0.53 -0.44
C -0.27 -2.36 -1.55
C -1.01 -0.38 1.71
C 0.05 -1.69 -0.29
C -0.71 -1.61 0.82
H 2.54 2.85 4.54
H -1.33 -2.55 -1.80
H -1.97 1.85 -4.16
H -0.18 -0.37 2.44
H 1.42 -0.23 0.54
H -1.19 -2.51 1.23
H 0.22 -3.35 -1.56
H 0.60 0.34 -0.95
H -2.51 2.59 -5.29
H -1.88 -0.60 2.31
H 3.32 4.08 5.07
H -1.02 0.55 1.15
H 0.11 -1.79 -2.40
H 1.90 -0.66 -1.13
```

Entry two
# C5H14O2

A cluster of 3 separate species, C5H14O2 in total (the ωB97M-V functional and the def2-TZVPD basis, the OMol25 dataset).

Calculated values
LUMO = 0.8 eV
Charge = 0
Structure (SMILES) = CC=C(C)C.O.O
Orbital gap = 9.31 eV
E_HOMO = -8.50 eV

```
21
C5H14O2 (the ωB97M-V functional and the def2-TZVPD basis)
O -3.08 0.01 3.13
O 1.65 4.48 -0.54
C -0.52 -0.38 -0.15
C 1.15 -1.62 -1.51
C 1.80 -0.15 0.57
C -1.67 -0.99 -0.89
C 0.78 -0.60 -0.46
H -2.48 -0.28 -1.06
H -1.36 -1.36 -1.86
H 1.25 0.13 1.47
H 2.38 0.68 0.16
H -3.57 0.41 3.87
H 2.50 -0.91 0.91
H 0.76 -2.58 -1.12
H 2.21 -1.78 -1.66
H 2.54 4.81 -0.39
H 1.70 3.75 -1.15
H -2.20 -1.81 -0.38
H -0.68 0.30 0.67
H 0.55 -1.46 -2.40
H -3.72 -0.65 2.79
```

Entry three
# C5H14O2

A cluster of 3 separate species, C5H14O2 in total (the ωB97M-V functional and the def2-TZVPD basis, the OMol25 dataset).

Calculated values
LUMO = 0.6 eV
Charge = 0
Structure (SMILES) = CC=C(C)C.O.O
Orbital gap = 8.79 eV
E_HOMO = -8.21 eV

```
21
C5H14O2 (the ωB97M-V functional and the def2-TZVPD basis)
O 2.87 -5.16 2.84
O -1.08 -0.78 -5.48
C 1.62 1.42 0.92
C -1.22 0.28 1.72
C -1.78 1.69 -0.59
C -0.79 1.21 0.41
C 0.50 1.41 -0.03
H 2.27 -4.66 2.28
H -0.51 -0.50 1.67
H 3.37 -4.38 3.24
H 2.25 0.41 0.69
H -1.62 -0.68 -6.26
H 1.19 1.29 1.95
H -2.46 2.47 -0.13
H -2.33 0.81 -0.87
H -1.22 -1.71 -5.28
H -2.36 0.07 1.91
H -1.21 2.22 -1.42
H 0.86 1.58 -1.10
H -0.80 0.83 2.56
H 2.45 2.19 0.96
```

From most stable to least stable, the computed energies give entry two, entry one, entry three.